Record 1
A molecular structure, C23H22N4O4Ru in a non-equilibrium geometry, computed with the ωB97M-V functional and the def2-TZVPD basis.

total charge: +2
energy above the lowest of the compared OMol25 structures with the same formula, charge and spin: 0.586 eV
HOMO (spin up / spin down): -14.46 / -14.31 eV
frontier orbital gap (spin up / spin down): 5.43 / 5.08 eV

```
54
Properties=species:S:1:pos:R:3:mulliken_charge:R:1
Ru 1.284 -0.434 0.749 0.500
O -4.666 0.498 -2.132 -0.611
O -3.352 4.392 -2.375 -0.524
O 2.220 0.140 -0.922 -0.802
O 0.125 -1.294 1.997 -0.866
N 3.100 -0.476 1.581 0.248
N 1.172 1.159 1.870 0.207
N -3.153 2.174 -2.064 -0.113
N -0.446 -0.733 -0.495 0.389
C -2.382 1.313 2.675 -0.690
C 4.951 -2.243 -0.965 -0.689
C -3.507 0.532 2.745 -0.721
C 3.985 -2.020 -3.187 -0.542
C -0.630 -2.004 -0.873 -0.358
C 2.475 1.652 2.370 -0.653
C 4.915 -2.601 -2.308 -0.571
C -2.192 -1.470 2.368 -0.343
C -1.134 0.730 2.384 0.236
C -2.649 -1.441 -1.996 -0.288
C 4.022 -1.351 -0.457 0.242
C -3.527 0.885 -1.973 0.116
C 3.217 0.363 2.784 -0.573
C -4.110 3.210 -2.413 -0.379
C 4.119 -0.885 0.921 0.191
C -1.041 -0.688 2.235 0.835
C -3.405 -0.858 2.597 -0.486
C 3.064 -0.737 -1.364 0.690
C -2.452 -0.116 -1.620 0.549
C -1.333 0.196 -0.872 -0.704
C -1.713 -2.396 -1.635 -0.986
C 0.062 1.515 2.437 -0.159
C 3.091 -1.086 -2.739 -0.461
H -4.524 3.015 -3.407 0.305
H 5.706 -2.670 -0.316 0.461
H 3.004 2.166 1.567 0.270
H 5.625 -3.324 -2.685 0.433
H 2.329 2.331 3.208 0.402
H 2.681 -0.125 3.599 0.251
H -1.145 1.202 -0.520 0.537
H -4.297 -1.465 2.676 0.460
H -2.107 -2.544 2.281 0.541
H -4.922 3.208 -1.681 0.297
H 2.386 -0.596 -3.397 0.520
H -1.830 -3.434 -1.911 0.477
H -3.903 5.137 -2.633 0.323
H -3.542 -1.696 -2.551 0.540
H 5.105 -0.838 1.383 0.445
H -2.186 2.455 -2.102 0.263
H 0.095 -2.733 -0.522 0.539
H 3.993 -2.305 -4.230 0.428
H 4.256 0.531 3.067 0.423
H 0.082 2.393 3.080 0.426
H -4.470 0.984 2.939 0.479
H -2.447 2.383 2.831 0.499
```

Record 2
C23H22N6O4S2 in the gas phase in a non-equilibrium geometry, computed with the ωB97M-V functional and the def2-TZVPD basis.

SMILES: CC(=O)Nc1ccc(NC(=O)CSc2nnc(NC(=O)[C@H]3CC(=O)N(c4ccccc4)C3)s2)cc1
HOMO: -7.97 eV
frontier orbital gap: 7.96 eV

```
57
Properties=species:S:1:pos:R:3:mulliken_charge:R:1
S 5.081 0.464 -0.502 -0.157
S 3.769 -1.737 1.172 -0.244
O -3.961 -0.479 0.209 -0.677
O -2.266 -3.495 -2.302 -0.635
O 2.186 2.982 -1.036 -0.634
O -0.554 -2.978 3.249 -0.632
N 1.814 -0.089 1.429 0.042
N 2.727 0.568 0.740 -0.524
N 1.354 -2.177 2.408 0.017
N -2.240 0.500 1.362 0.519
N -2.648 -1.246 -2.223 -0.114
N 2.487 0.949 -2.036 -0.126
C -2.580 1.856 1.181 0.402
C -3.272 4.516 0.774 -0.445
C -2.936 -0.546 0.857 0.336
C -3.032 -2.559 -2.227 0.771
C 1.181 0.438 -2.118 0.381
C 4.380 2.068 -1.017 -0.757
C -1.593 2.803 0.920 0.017
C -1.059 0.082 2.092 -0.938
C -4.253 3.573 1.029 -0.685
C -0.773 -1.317 1.520 1.337
C 0.052 1.218 -1.895 -0.533
C -0.224 -1.497 -2.436 -0.853
C -2.183 -1.817 1.208 -0.896
C -0.032 -2.216 2.477 -0.068
C -1.201 0.639 -1.933 -0.250
C -1.944 4.125 0.720 -0.825
C 2.144 -1.294 1.739 0.107
C -1.358 -0.722 -2.199 0.101
C -3.913 2.249 1.236 -0.464
C 2.882 2.046 -1.344 0.450
C 1.029 -0.918 -2.391 -0.633
C -4.530 -2.707 -2.120 -1.310
C 3.795 -0.108 0.499 0.451
H -3.379 -0.576 -2.021 0.320
H -0.330 -2.548 -2.643 0.520
H 0.160 2.268 -1.683 0.613
H -1.289 0.022 3.164 0.140
H -4.789 -3.760 -2.066 0.361
H -4.880 -2.192 -1.228 0.273
H 4.543 2.793 -0.220 0.408
H 1.820 -2.903 2.941 0.312
H -4.678 1.514 1.430 0.452
H -0.556 2.515 0.850 0.278
H 4.959 2.359 -1.895 0.401
H -0.200 -1.210 0.596 -0.361
H -2.220 -2.543 0.398 0.203
H -0.221 0.758 1.942 0.502
H 3.205 0.269 -2.256 0.256
H -5.291 3.869 1.073 0.386
H -2.073 1.250 -1.750 0.380
H 1.902 -1.532 -2.569 0.318
H -1.172 4.850 0.512 0.427
H -5.011 -2.263 -2.990 0.366
H -2.632 -2.271 2.096 0.518
H -3.540 5.550 0.616 0.393
```

Record 3
3 unconnected molecules or ions with the total composition C23H22O4S4 in a non-equilibrium geometry, computed with the ωB97M-V functional and the def2-TZVPD basis.

energy above the lowest of the compared OMol25 structures with the same formula, charge and spin: 0.000 eV
HOMO: -7.47 eV
frontier orbital gap: 4.26 eV

```
53
Properties=species:S:1:pos:R:3:mulliken_charge:R:1
S -1.544 -0.786 1.475 1.134
S -2.837 -3.294 0.842 0.091
S 1.208 -0.961 0.381 1.236
S -3.634 -1.726 -1.582 -0.045
O -2.908 -0.341 1.154 -0.522
O 1.455 0.353 -0.191 -0.705
O -1.277 -1.955 2.346 -0.571
O 1.417 -1.024 1.817 -0.558
C -5.082 -2.379 -0.747 -0.677
C 3.554 -1.822 -1.005 -0.220
C -1.053 -2.258 -0.932 0.140
C 0.612 -2.082 -4.632 -0.539
C 0.909 -1.012 -3.804 -0.468
C -0.987 0.495 2.587 0.513
C 4.674 -2.665 -1.099 -0.635
C -1.752 2.651 3.414 -0.664
C 2.561 -2.129 -0.078 0.359
C 3.731 -4.138 0.583 -0.653
C -0.756 -1.793 -2.260 -0.340
C -1.219 -2.703 -3.231 -0.442
C -5.084 -3.909 -0.539 -0.575
C 2.622 -3.294 0.683 -0.467
C -0.533 0.164 3.858 -0.193
C -2.331 -2.399 -0.615 -0.051
C -1.338 2.292 4.712 -0.322
C -3.862 -4.561 0.105 -0.547
C 0.173 -0.805 -2.654 -0.493
C -0.745 1.037 4.931 -0.748
C 4.780 -3.810 -0.298 -0.388
C -1.543 1.758 2.350 -0.521
C -0.431 -2.946 -4.344 -0.701
H -5.949 -4.157 0.089 0.338
H -0.250 -2.727 -0.286 0.815
H -5.902 -2.089 -1.446 0.441
H -5.224 -4.367 -1.519 0.216
H 5.481 -2.410 -1.786 0.380
H -1.468 3.008 5.539 0.360
H 3.784 -5.027 1.211 0.376
H 1.712 -0.321 -4.026 0.447
H 1.258 -2.307 -5.462 0.372
H 5.669 -4.438 -0.336 0.373
H -2.092 -3.343 -3.047 0.320
H -2.256 3.609 3.200 0.355
H 0.223 0.143 -2.114 0.425
H -3.212 -5.154 -0.566 0.304
H -0.465 0.728 5.945 0.361
H -0.717 -3.800 -4.958 0.379
H -1.905 1.970 1.347 0.387
H -0.092 -0.806 4.041 0.448
H -5.169 -1.823 0.199 0.334
H -4.121 -5.126 1.023 0.366
H 1.822 -3.540 1.381 0.378
H 3.446 -0.942 -1.630 0.397
```

Record 4
A molecular structure, C23H23Cl2MoN8O3Si in a non-equilibrium geometry, computed with the ωB97M-V functional and the def2-TZVPD basis.

total charge: +1
spin multiplicity: 3
energy above the lowest of the compared OMol25 structures with the same formula, charge and spin: 0.556 eV
expectation value of S²: 2.012
HOMO (spin up / spin down): -10.25 / -10.27 eV
frontier orbital gap (spin up / spin down): 6.73 / 6.73 eV

```
61
Properties=species:S:1:pos:R:3:mulliken_spin:R:1
Mo -16.979 5.952 -3.794 1.898
Cl -23.581 7.006 -2.103 0.000
Cl -22.226 9.930 -2.132 0.000
Si -16.890 4.378 -6.865 0.004
O -17.559 9.942 -3.278 0.013
O -19.851 3.821 -1.902 0.011
O -16.724 5.349 -5.536 0.065
N -17.893 7.757 -3.719 -0.008
N -18.843 5.357 -3.198 0.025
N -13.093 9.145 0.454 0.003
N -14.960 9.617 -0.815 0.003
N -16.617 3.823 -3.222 -0.033
N -15.347 7.350 -4.356 -0.040
N -14.366 7.420 -0.320 0.011
N -15.920 6.452 -1.982 -0.068
C -17.786 2.014 -2.192 -0.012
C -15.227 6.968 -1.214 0.067
C -21.356 8.492 -2.474 0.004
C -13.947 9.292 -5.670 0.008
C -15.046 9.606 -4.845 -0.011
C -19.807 6.371 -3.048 0.012
C -21.149 6.112 -2.788 -0.001
C -18.908 4.188 -2.549 0.010
C -17.159 8.885 -3.678 -0.003
C -18.644 3.769 -6.971 0.003
C -17.680 3.309 -2.654 0.008
C -16.596 5.463 -8.359 0.002
C -14.126 8.708 -0.295 0.001
C -14.175 7.044 -4.885 0.003
C -15.614 2.990 -6.880 0.005
C -16.666 1.216 -2.253 0.007
C -13.481 8.013 -5.608 -0.001
C -19.258 7.661 -3.256 0.013
C -20.083 8.727 -2.985 -0.007
C -15.596 1.774 -2.843 -0.006
C -15.788 8.625 -4.266 0.019
C -15.561 3.059 -3.363 0.018
C -21.928 7.217 -2.385 0.002
H -18.872 3.562 -8.033 0.000
H -15.170 2.930 -5.921 -0.003
H -15.307 10.652 -4.760 0.000
H -12.622 8.437 0.989 0.000
H -14.686 3.464 -3.828 -0.019
H -14.899 3.382 -7.581 0.000
H -13.492 9.998 -6.394 0.000
H -12.585 7.662 -6.073 0.000
H -21.653 5.173 -2.771 0.001
H -18.708 1.705 -1.762 0.000
H -18.871 2.855 -6.355 0.000
H -15.994 1.982 -7.097 0.000
H -19.787 9.753 -3.129 0.001
H -14.695 1.157 -2.920 0.000
H -14.702 10.565 -0.898 0.000
H -16.648 0.198 -1.904 0.000
H -15.913 6.334 -8.225 0.000
H -13.864 6.035 -4.875 -0.001
H -15.782 9.331 -1.379 -0.002
H -16.123 4.854 -9.194 0.000
H -12.816 10.090 0.593 0.000
H -19.319 4.545 -6.705 -0.001
H -17.559 5.767 -8.849 0.000
```